The following is a quantum chemistry calculation of C5H11N2O3PS in the gas phase at a distorted geometry, from OMol25.

HOMO ... -9.09 eV
Energy above the lowest of the compared OMol25 structures with the same formula, charge and spin ... 0.000 eV
Lowest unoccupied orbital energy ... 0.0175 hartree
SMILES ... C/N=C(\C)O[P@](O)(=S)N(C)C=O
DFT total energy ... -34610.93659 eV

XYZ file:
```
23
C5H11N2O3PS (ωB97M-V/def2-TZVPD)
C -2.09 0.33 -1.09
N -0.86 -0.34 -0.62
C -0.74 -1.32 0.09
C -1.80 -2.23 0.67
O 0.51 -1.68 0.38
P 1.70 -0.71 -0.23
O 1.59 -0.61 -1.78
S 3.37 -1.38 0.49
N 1.17 0.91 0.24
C 1.33 1.43 1.59
C 1.35 1.95 -0.71
O 0.99 3.09 -0.51
H -2.15 0.39 -2.18
H -3.02 -0.03 -0.77
H -1.83 1.30 -0.73
H -1.48 -2.66 1.58
H -2.28 -3.01 0.04
H -2.60 -1.57 1.12
H 0.70 -0.17 -1.95
H 1.97 2.38 1.74
H 0.36 1.68 2.02
H 1.91 0.70 2.17
H 1.89 1.56 -1.56
```

Per-atom Löwdin charges, elementary charge units: atom 1 (C): -0.035, atom 2 (N): -0.008, atom 3 (C): -0.505, atom 4 (C): 0.025, atom 5 (O): -0.149, atom 6 (P): 0.228, atom 7 (O): -0.195, atom 8 (S): 0.304, atom 9 (N): -0.223, atom 10 (C): -0.112, atom 11 (C): -0.330, atom 12 (O): 0.050, atom 13 (H): 0.086, atom 14 (H): 0.053, atom 15 (H): 0.074, atom 16 (H): 0.062, atom 17 (H): 0.098, atom 18 (H): 0.100, atom 19 (H): 0.098, atom 20 (H): 0.121, atom 21 (H): 0.083, atom 22 (H): 0.061, atom 23 (H): 0.116


The following is a quantum chemistry calculation of 8 unconnected molecules or ions with the total composition C24H36F4O24 at a distorted geometry, from OMol25.

HOMO ... -10.77 eV
Energy above the lowest of the compared OMol25 structures with the same formula, charge and spin ... 4.341 eV
Lowest unoccupied orbital energy ... 0.0064 hartree
SMILES ... O=C1OC[C@@H](F)O1.O=C1OC[C@@H](F)O1.O=C1OC[C@@H](F)O1.O=C1OC[C@@H](F)O1.COC(=O)OC.COC(=O)OC.COC(=O)OC.COC(=O)OC
DFT total energy ... -85477.99219 eV

XYZ file:
```
88
C24H36F4O24 (ωB97M-V/def2-TZVPD)
O 16.68 0.62 -4.44
C 17.18 1.66 -3.97
O 17.74 1.84 -2.77
C 18.23 3.18 -2.75
C 17.27 3.88 -3.76
F 17.84 4.91 -4.32
O 17.24 2.85 -4.68
H 18.32 3.42 -1.69
H 19.17 3.33 -3.27
H 16.28 4.19 -3.42
O 14.64 9.53 1.85
C 15.16 9.28 0.74
O 16.13 10.08 0.23
C 16.38 9.69 -1.12
C 15.70 8.31 -1.22
F 16.69 7.52 -0.96
O 14.83 8.27 -0.11
H 15.96 10.44 -1.79
H 17.43 9.61 -1.38
H 15.25 8.14 -2.19
O 13.35 5.79 -5.12
C 12.62 4.96 -5.62
O 12.80 3.65 -5.59
C 11.68 3.05 -6.27
C 10.63 4.14 -6.42
F 9.70 3.94 -5.46
O 11.40 5.29 -6.15
H 11.77 2.65 -7.28
H 11.24 2.25 -5.67
H 10.11 4.17 -7.38
O 13.41 14.22 -0.90
C 12.48 13.45 -0.55
O 11.35 13.69 0.15
C 10.62 12.54 0.47
C 11.25 11.56 -0.47
F 10.55 11.31 -1.61
O 12.46 12.13 -0.85
H 10.75 12.33 1.53
H 9.54 12.67 0.36
H 11.52 10.57 -0.11
C 12.93 1.23 -0.71
O 13.60 2.43 -0.26
C 13.08 3.15 0.84
O 11.90 3.13 1.26
O 13.98 3.99 1.22
C 13.89 4.58 2.53
H 11.93 1.26 -1.15
H 12.66 0.52 0.07
H 13.67 0.75 -1.35
H 12.95 5.02 2.87
H 14.67 5.33 2.56
H 14.10 3.82 3.28
C 23.73 4.31 -2.75
O 22.85 5.30 -2.32
C 23.24 6.48 -2.19
O 24.41 6.86 -2.15
O 22.13 7.25 -2.26
C 22.32 8.63 -2.35
H 23.15 3.42 -2.97
H 24.47 4.14 -1.97
H 24.22 4.60 -3.68
H 22.83 9.04 -1.48
H 21.34 9.11 -2.47
H 22.92 9.03 -3.17
C 18.05 11.12 11.37
O 17.69 10.25 10.38
C 17.74 10.73 9.06
O 18.37 11.71 8.71
O 16.94 10.05 8.32
C 16.78 10.29 6.95
H 17.93 10.55 12.29
H 17.35 11.96 11.44
H 18.99 11.66 11.35
H 16.06 11.09 6.82
H 16.35 9.42 6.46
H 17.70 10.56 6.44
C 10.95 15.48 -6.11
O 11.57 14.47 -5.43
C 11.53 13.29 -5.95
O 11.03 13.01 -7.03
O 12.48 12.51 -5.24
C 12.75 11.21 -5.62
H 9.89 15.35 -6.35
H 11.48 15.76 -7.02
H 10.98 16.34 -5.45
H 13.73 10.80 -5.36
H 12.60 11.03 -6.68
H 12.03 10.49 -5.23
```

Per-atom Löwdin charges, elementary charge units: atom 1 (O): 0.118, atom 2 (C): -0.473, atom 3 (O): 0.076, atom 4 (C): -0.037, atom 5 (C): -0.369, atom 6 (F): 0.108, atom 7 (O): 0.116, atom 8 (H): 0.144, atom 9 (H): 0.140, atom 10 (H): 0.177, atom 11 (O): 0.097, atom 12 (C): -0.483, atom 13 (O): 0.084, atom 14 (C): -0.055, atom 15 (C): -0.346, atom 16 (F): 0.110, atom 17 (O): 0.138, atom 18 (H): 0.137, atom 19 (H): 0.140, atom 20 (H): 0.176, atom 21 (O): 0.140, atom 22 (C): -0.537, atom 23 (O): 0.109, atom 24 (C): -0.049, atom 25 (C): -0.309, atom 26 (F): 0.071, atom 27 (O): 0.126, atom 28 (H): 0.137, atom 29 (H): 0.142, atom 30 (H): 0.170, atom 31 (O): 0.112, atom 32 (C): -0.454, atom 33 (O): 0.071, atom 34 (C): -0.063, atom 35 (C): -0.318, atom 36 (F): 0.066, atom 37 (O): 0.127, atom 38 (H): 0.144, atom 39 (H): 0.146, atom 40 (H): 0.169, atom 41 (C): -0.059, atom 42 (O): -0.034, atom 43 (C): -0.539, atom 44 (O): 0.082, atom 45 (O): 0.017, atom 46 (C): -0.020, atom 47 (H): 0.087, atom 48 (H): 0.086, atom 49 (H): 0.091, atom 50 (H): 0.097, atom 51 (H): 0.095, atom 52 (H): 0.098, atom 53 (C): -0.038, atom 54 (O): 0.030, atom 55 (C): -0.637, atom 56 (O): 0.115, atom 57 (O): 0.009, atom 58 (C): -0.073, atom 59 (H): 0.099, atom 60 (H): 0.105, atom 61 (H): 0.107, atom 62 (H): 0.096, atom 63 (H): 0.091, atom 64 (H): 0.096, atom 65 (C): -0.119, atom 66 (O): -0.016, atom 67 (C): -0.571, atom 68 (O): 0.122, atom 69 (O): 0.031, atom 70 (C): -0.032, atom 71 (H): 0.097, atom 72 (H): 0.094, atom 73 (H): 0.094, atom 74 (H): 0.102, atom 75 (H): 0.097, atom 76 (H): 0.101, atom 77 (C): -0.075, atom 78 (O): 0.035, atom 79 (C): -0.530, atom 80 (O): 0.109, atom 81 (O): -0.020, atom 82 (C): -0.101, atom 83 (H): 0.104, atom 84 (H): 0.107, atom 85 (H): 0.101, atom 86 (H): 0.091, atom 87 (H): 0.088, atom 88 (H): 0.090


The following is a quantum chemistry calculation of 3 unconnected molecules or ions with the total composition C2H12NO2S at a distorted geometry, from OMol25.

Total charge ... +1
HOMO ... -12.51 eV
Energy above the lowest of the compared OMol25 structures with the same formula, charge and spin ... 1.480 eV
Lowest unoccupied orbital energy ... -0.1145 hartree
DFT total energy ... -18681.74636 eV

XYZ file:
```
18
C2H12NO2S (ωB97M-V/def2-TZVPD)
C -0.56 0.05 1.38
C 0.72 0.77 0.99
S 1.01 2.54 0.73
N -1.18 -0.64 0.07
H -0.39 -0.79 2.06
H -1.34 0.79 1.56
H 1.52 0.33 1.60
H 1.12 0.12 0.10
H 2.34 2.47 0.73
H -2.00 -1.05 0.50
H -1.31 0.19 -0.50
H -0.42 -1.32 -0.32
H -1.33 1.60 -2.31
H 0.11 2.03 -2.49
O -0.42 1.32 -2.11
H 0.20 -3.43 -0.61
H 1.42 -2.45 -0.86
O 0.52 -2.53 -0.52
```

Per-atom Löwdin charges, elementary charge units: atom 1 (C): -0.136, atom 2 (C): -0.604, atom 3 (S): 0.740, atom 4 (N): 0.146, atom 5 (H): 0.127, atom 6 (H): 0.121, atom 7 (H): 0.075, atom 8 (H): 0.096, atom 9 (H): -0.128, atom 10 (H): 0.151, atom 11 (H): 0.100, atom 12 (H): 0.085, atom 13 (H): 0.056, atom 14 (H): 0.057, atom 15 (O): -0.072, atom 16 (H): 0.098, atom 17 (H): 0.095, atom 18 (O): -0.009


The following is a quantum chemistry calculation of a molecular structure, CH3O2S2 at a distorted geometry, from OMol25.

Total charge ... -1
HOMO ... -3.63 eV
Energy above the lowest of the compared OMol25 structures with the same formula, charge and spin ... 2.188 eV
Lowest unoccupied orbital energy ... 0.1395 hartree
DFT total energy ... -26850.70743 eV

XYZ file:
```
8
CH3O2S2 (ωB97M-V/def2-TZVPD)
C -0.35 -0.60 -0.48
O -1.26 1.58 0.76
O 1.20 0.96 0.87
S 1.10 -0.55 -1.39
S -0.32 0.50 1.08
H -1.27 -0.46 -1.01
H -0.60 -1.93 0.23
H 1.50 0.50 -0.06
```

Per-atom Löwdin charges, elementary charge units: atom 1 (C): -0.939, atom 2 (O): -0.566, atom 3 (O): -0.503, atom 4 (S): 0.359, atom 5 (S): 0.693, atom 6 (H): -0.020, atom 7 (H): 0.111, atom 8 (H): -0.136


The following is a quantum chemistry calculation of a molecular structure, C29H37N2RhS3Si at a distorted geometry, from OMol25.

HOMO ... -6.04 eV
Energy above the lowest of the compared OMol25 structures with the same formula, charge and spin ... 0.958 eV
Lowest unoccupied orbital energy ... 0.0104 hartree
DFT total energy ... -77045.11534 eV

XYZ file:
```
73
C29H37N2RhS3Si (ωB97M-V/def2-TZVPD)
Rh 0.14 0.43 0.08
C 2.71 1.87 -2.41
C 2.83 0.44 -1.97
C 3.87 -0.36 -2.40
C 3.91 -1.69 -1.96
C 2.94 -2.18 -1.11
C 1.92 -1.30 -0.69
N 1.89 -0.03 -1.16
N 0.90 -1.54 0.15
Si 0.65 -3.07 0.92
C -0.98 -3.09 1.83
C 2.00 -3.36 2.19
C 0.73 -4.52 -0.29
H 3.08 2.00 -3.42
H 3.31 2.51 -1.75
H 1.67 2.19 -2.35
H 4.63 0.03 -3.06
H 4.71 -2.34 -2.28
H 2.97 -3.20 -0.77
H -1.19 -2.12 2.27
H -0.97 -3.83 2.63
H -1.81 -3.34 1.16
H 2.14 -2.48 2.82
H 2.97 -3.58 1.73
H 1.76 -4.20 2.84
H 0.94 -4.17 -1.30
H -0.21 -5.07 -0.32
H 1.52 -5.22 -0.02
C 2.00 1.79 3.44
C 1.02 0.63 3.56
S -0.35 0.47 2.40
C -1.27 2.00 2.60
C -0.73 3.21 1.83
S 0.03 2.80 0.22
C 1.53 3.79 0.30
C 2.62 3.54 1.35
S 2.93 1.84 1.88
H 2.71 1.73 4.26
H 1.46 2.73 3.56
H 0.58 0.64 4.56
H 1.55 -0.32 3.46
H -1.39 2.26 3.66
H -2.26 1.75 2.22
H 0.00 3.76 2.41
H -1.56 3.89 1.63
H 1.19 4.82 0.39
H 1.95 3.69 -0.70
H 2.42 4.14 2.24
H 3.56 3.92 0.95
C -1.76 0.57 -1.08
C -2.12 -0.62 -1.00
C -2.60 -1.97 -0.95
C -3.68 -2.30 -0.13
C -4.19 -3.58 -0.13
C -3.63 -4.55 -0.97
C -2.57 -4.22 -1.79
C -2.05 -2.94 -1.79
H -4.11 -1.54 0.52
H -5.02 -3.84 0.51
H -4.03 -5.55 -0.97
H -2.13 -4.97 -2.44
H -1.21 -2.67 -2.42
C -2.83 4.34 -2.71
C -1.83 3.58 -3.31
C -1.48 2.35 -2.79
C -2.13 1.86 -1.65
C -3.13 2.62 -1.05
C -3.48 3.86 -1.58
H -3.09 5.31 -3.12
H -1.33 3.94 -4.20
H -0.70 1.75 -3.24
H -3.64 2.24 -0.18
H -4.26 4.44 -1.11
```

Per-atom Löwdin charges, elementary charge units: atom 1 (Rh): 0.433, atom 2 (C): -0.031, atom 3 (C): -0.340, atom 4 (C): -0.062, atom 5 (C): -0.080, atom 6 (C): -0.040, atom 7 (C): -0.436, atom 8 (N): 0.039, atom 9 (N): -0.140, atom 10 (Si): 0.397, atom 11 (C): -0.157, atom 12 (C): -0.170, atom 13 (C): -0.172, atom 14 (H): 0.083, atom 15 (H): 0.074, atom 16 (H): 0.054, atom 17 (H): 0.099, atom 18 (H): 0.104, atom 19 (H): 0.082, atom 20 (H): -0.016, atom 21 (H): 0.034, atom 22 (H): 0.005, atom 23 (H): 0.008, atom 24 (H): 0.022, atom 25 (H): 0.028, atom 26 (H): 0.022, atom 27 (H): 0.015, atom 28 (H): 0.029, atom 29 (C): -0.517, atom 30 (C): -0.492, atom 31 (S): 0.852, atom 32 (C): -0.485, atom 33 (C): -0.444, atom 34 (S): 0.878, atom 35 (C): -0.485, atom 36 (C): -0.525, atom 37 (S): 0.865, atom 38 (H): 0.075, atom 39 (H): 0.057, atom 40 (H): 0.082, atom 41 (H): 0.059, atom 42 (H): 0.088, atom 43 (H): 0.068, atom 44 (H): 0.062, atom 45 (H): 0.079, atom 46 (H): 0.084, atom 47 (H): 0.037, atom 48 (H): 0.067, atom 49 (H): 0.070, atom 50 (C): -0.149, atom 51 (C): 0.039, atom 52 (C): -0.250, atom 53 (C): -0.055, atom 54 (C): -0.090, atom 55 (C): -0.088, atom 56 (C): -0.089, atom 57 (C): -0.042, atom 58 (H): 0.118, atom 59 (H): 0.103, atom 60 (H): 0.100, atom 61 (H): 0.106, atom 62 (H): 0.120, atom 63 (C): -0.096, atom 64 (C): -0.082, atom 65 (C): -0.066, atom 66 (C): -0.311, atom 67 (C): -0.063, atom 68 (C): -0.087, atom 69 (H): 0.097, atom 70 (H): 0.102, atom 71 (H): 0.113, atom 72 (H): 0.113, atom 73 (H): 0.100